(1)
Molecular formula: C4H10N2
Method: DFT, wB97M-V/def2-TZVPD

Results
Structure (SMILES): C=C[C@@H](N)CN
Charge: 0
Kohn-Sham gap in eV: 10.24
Highest occupied orbital energy in eV: -9.2
F_max in eV/A: 3.0

Each line ends with the Mulliken charge.
Geometry (Å):
H1 0.3241 -1.4833 -1.8005  0.261
H2 0.7716 0.7358 -2.8682  0.314
N1 -1.8713 0.6566 0.5320  -0.622
C1 0.3737 -0.5180 -1.2200  -0.308
H3 1.2784 -1.2678 1.9744  0.279
N2 1.3945 -0.9949 0.9710  -0.738
H4 1.9862 -0.1550 1.0638  0.283
C2 0.6087 0.6696 -1.8324  -0.707
C3 0.1527 -0.6186 0.2329  0.363
H5 -0.5385 0.2697 2.0232  0.334
H6 -2.0103 0.6321 -0.5328  0.260
H7 -0.5649 -1.4899 0.3488  0.256
H8 0.0428 1.4631 0.9653  0.392
C4 -0.5054 0.5487 0.9462  -0.798
H9 -2.2803 1.5489 0.8439  0.231
H10 0.5508 1.6243 -1.2984  0.202



(2)
Molecular formula: C4H6N2O
Method: DFT, wB97M-V/def2-TZVPD

Results
Structure (SMILES): COc1cnc[nH]1
Charge: 0
Kohn-Sham gap in eV: 9.46
Highest occupied orbital energy in eV: -8.7
F_max in eV/A: 0.6

Each line ends with the Mulliken charge.
Geometry (Å):
H1 -0.5721 -0.6008 -2.3241  0.262
N1 -1.0968 -0.4400 1.7260  -0.564
C1 0.2743 -0.2930 -1.7065  -0.646
O1 0.0507 1.0513 -1.2244  -0.415
H2 1.2188 -0.3170 -2.2499  0.257
C2 -0.2724 0.8423 0.0811  0.313
H3 -2.4288 0.4264 0.2611  0.419
H4 0.3511 -0.9880 -0.8532  0.321
H5 1.7328 0.5809 0.6723  0.220
C3 0.2098 -0.3875 1.8299  -0.166
N2 0.7594 0.4361 0.8992  -0.094
H6 0.8188 -0.9487 2.5252  0.376
C4 -1.4158 0.3356 0.6352  -0.282



(3)
Molecular formula: C4H6N2
Method: DFT, wB97M-V/def2-TZVPD

Results
Structure (SMILES): Cc1cn[nH]c1
Charge: 0
Kohn-Sham gap in eV: 10.39
Highest occupied orbital energy in eV: -9.5
F_max in eV/A: 2.1

Each line ends with the Mulliken charge.
Geometry (Å):
C1 -0.5716 -0.1396 -1.0433  -0.730
N1 0.1618 -2.1134 -0.2350  -0.530
H1 0.6972 -1.4095 1.6468  0.421
H2 0.0336 1.3489 1.9342  0.329
H3 1.0723 1.8895 0.6100  0.244
C2 0.0974 1.4468 0.8487  -1.111
C3 -0.0731 0.1231 0.1858  0.770
H4 -0.6747 2.1393 0.5053  0.310
H5 0.3806 -1.0741 -1.9446  0.335
C4 0.3044 -1.1738 0.6617  -0.265
N2 -0.3886 -1.4990 -1.3576  -0.222
H6 -1.0391 0.4618 -1.8119  0.449



(4)
Molecular formula: C12H24AlO20S2
Method: DFT, wB97M-V/def2-TZVPD

Results
Charge: -1
Kohn-Sham gap in eV: 1.49
Highest occupied orbital energy in eV: -4.4
F_max in eV/A: 5.2

Each line ends with the Mulliken charge.
Geometry (Å):
O1 25.4486 4.0313 12.9404  -0.320
C1 23.2133 -2.1625 15.3024  -0.631
Al1 25.9204 -1.8362 9.1038  0.966
O2 26.6116 -3.0735 15.9638  -0.332
O3 30.3011 -2.2054 10.7673  -0.509
O4 26.5690 2.8528 7.5005  -0.631
C2 21.8603 -6.6510 5.8122  -0.653
H1 21.2570 -6.2495 6.6264  0.297
O5 32.4508 -1.4850 9.8431  -0.559
H2 24.9663 5.7552 7.4788  0.244
H3 23.7577 -9.5384 7.6981  0.293
C3 25.2668 5.1498 6.6237  -0.612
H4 28.6933 2.1497 13.3564  0.314
O6 26.5038 2.0925 12.2251  -0.590
H5 25.2050 5.6993 5.6844  0.239
C4 28.3775 2.6698 14.2607  -0.642
H6 22.4476 -2.0223 16.0654  0.240
H7 21.1925 -7.1718 5.1260  0.237
C5 26.4410 3.1053 12.9407  0.838
H8 24.0790 -9.9290 6.0955  0.279
O7 30.5241 -2.1613 8.5600  -0.544
O8 27.2742 3.5164 13.8959  -0.312
H9 28.6557 3.0421 9.1178  0.261
H10 22.3213 -5.8175 5.2823  0.309
H11 28.4605 -2.7832 15.1998  0.250
H12 22.8943 -2.9794 14.6551  0.308
O9 24.9849 -8.1454 6.8057  -0.304
O10 26.7126 4.9384 6.8242  -0.338
H13 28.3211 -4.4086 16.0361  0.227
H14 24.6365 4.2667 6.5186  0.324
H15 24.4574 3.3752 11.1453  0.311
O11 21.9809 -0.4987 10.0212  -0.513
O12 19.7430 -1.5029 9.6183  -0.658
C6 29.2101 3.2457 8.2016  -0.568
H16 28.1970 1.8669 14.9754  0.274
O13 24.4807 -2.3436 15.8917  -0.301
O14 21.5241 -1.5317 7.9275  -0.559
O15 31.9899 -3.7157 9.7404  -0.563
O16 28.4724 4.0222 7.2232  -0.320
O17 22.8761 -7.6444 6.1389  -0.327
C7 24.1436 -7.1459 6.4074  0.785
C8 27.8513 -3.6668 15.3903  -0.559
S1 31.3172 -2.4274 9.7262  1.277
H17 23.1434 -1.2241 14.7523  0.280
C9 24.3098 3.9142 12.0811  -0.678
O18 24.5566 -5.9853 6.3139  -0.557
S2 21.1640 -1.5548 9.3121  1.188
H18 25.3429 -10.1298 7.4415  0.264
C10 25.5154 -2.8079 15.1489  0.787
O19 25.4966 -2.9526 13.9261  -0.571
H19 23.6094 3.2544 12.5933  0.299
H20 29.2038 3.3080 14.5738  0.244
H21 30.0796 3.8532 8.4525  0.237
H22 27.5734 -4.1550 14.4562  0.301
O20 21.7366 -2.8241 9.8098  -0.528
H23 29.6008 2.3304 7.7569  0.283
C11 27.2084 3.8368 7.1906  0.881
H24 23.7940 4.8499 11.8656  0.260
C12 24.5728 -9.5155 6.9749  -0.617



(5)
Molecular formula: C4H10N4
Method: DFT, wB97M-V/def2-TZVPD

Results
Structure (SMILES): C=NNC1[C@@H](N)[C@@H]1N
Charge: 0
Kohn-Sham gap in eV: 9.04
Highest occupied orbital energy in eV: -8.0
F_max in eV/A: 3.4

Each line ends with the Mulliken charge.
Geometry (Å):
H1 -2.1895 0.7802 0.7077  0.191
H2 -2.0575 -2.4904 -0.4957  0.282
H3 -0.5311 -0.6701 -1.3152  0.385
H4 -0.4936 -0.7169 1.8616  0.259
C1 -1.0546 -0.6009 -0.3824  -0.079
C2 -0.2203 -0.2845 0.8535  -0.337
N1 1.9813 -0.7995 0.1065  -0.461
N2 -2.2618 -1.4054 -0.3042  -0.704
H5 -2.6630 -1.3681 0.6481  0.253
N3 -0.5349 1.8473 -0.3575  -0.600
C3 -1.1702 0.7094 0.2210  -0.136
N4 1.1432 0.1856 0.5958  -0.206
H6 -0.4594 2.5792 0.3919  0.239
H7 3.8907 -1.1656 -0.6959  0.247
H8 1.0613 1.0172 0.0328  0.515
C4 3.1542 -0.4229 -0.3326  -0.346
H9 -1.1077 2.2215 -1.0947  0.233
H10 3.5130 0.5839 -0.4409  0.264



(6)
Molecular formula: C25H44Cl3CoN4O3Si
Method: DFT, wB97M-V/def2-TZVPD

Results
Charge: -1
Multiplicity: 4
Kohn-Sham gap (spin up / spin down) in eV: 7.86 / 8.15
Highest occupied orbital energy (spin up / spin down) in eV: -5.3 / -5.6
F_max in eV/A: 2.8

Each line ends with the Mulliken charge.
Geometry (Å):
Cl1 4.3225 -0.3677 -0.8546  -0.546
C1 -0.5205 0.5013 6.5771  0.432
H1 0.0840 2.7804 -7.0812  0.379
C2 -1.8421 0.7424 6.2166  -0.925
H2 -2.5404 3.8349 1.8998  0.276
H3 -0.3427 -0.0875 8.5960  0.242
H4 -2.2332 -3.0699 3.9751  0.172
H5 2.0957 -3.7537 -6.4228  0.375
H6 -2.5695 -0.0595 -1.6628  0.442
H7 -2.3046 5.1016 0.6545  0.356
O1 1.2078 -0.4689 -1.8983  0.530
C3 0.1526 2.1522 -1.6131  -0.647
H8 -2.8685 1.3859 3.1896  -0.031
C4 2.1348 1.5563 -4.6690  -0.263
H9 1.1570 5.4562 1.3584  0.311
O2 -2.7893 -1.8828 2.3737  -0.645
C5 1.6848 2.3816 -5.7045  -0.579
H10 2.0312 -1.4987 -5.7288  0.386
H11 -0.0637 0.3970 1.2606  0.121
H12 -0.9432 -5.8322 2.3562  0.295
C6 -1.9241 0.4860 4.8189  1.011
C7 2.8312 -2.8405 -2.6210  -1.062
C8 -0.0399 3.3310 2.2616  -0.031
H13 -1.7497 0.2633 0.6527  0.296
H14 1.0793 -0.1228 5.3195  0.197
H15 -3.9083 1.1196 4.5898  0.326
Si1 -0.1920 0.3275 -1.2281  0.987
H16 -3.4284 -0.2538 3.5248  0.108
Co1 2.1711 -0.3687 -0.2819  -0.345
C9 0.2591 5.2769 0.7599  -0.803
C10 2.5084 -3.6145 -5.4225  -1.465
C11 2.2359 -2.2305 -4.9430  0.034
H17 2.0682 -4.3627 -4.7550  0.313
H18 0.9846 2.5393 -1.0058  0.149
H19 3.5790 -3.8298 -5.5030  0.303
C12 1.3812 0.4180 -4.2668  0.059
C13 1.9650 -0.4577 -3.1723  0.309
C14 -1.6462 -3.8738 0.7259  -0.860
H20 3.0810 1.8024 -4.1572  0.328
C15 -2.2556 -2.8761 2.8806  0.257
H21 0.5612 4.9172 -0.2362  0.250
C16 -3.1059 0.6858 3.9901  -0.757
H22 -2.4301 -3.2119 0.3648  0.230
O3 -0.7440 2.4203 2.6957  -0.489
H23 -2.6426 1.0490 6.8682  0.366
H24 -0.3290 6.1976 0.6588  0.312
C17 2.2966 -1.8725 -3.6309  0.400
H25 -0.7394 2.7597 -1.4212  0.309
N1 0.0909 0.0764 5.4411  -0.131
Cl2 2.4000 1.0875 1.2437  -0.447
H26 -0.6668 -3.5424 0.3580  0.147
H27 3.9295 -2.9076 -2.6764  0.210
C18 -1.9369 4.1497 1.0440  -0.802
H28 -1.8113 -4.8992 0.3807  0.417
H29 -0.3108 -0.8061 -4.6914  0.748
H30 0.4292 2.3220 -2.6672  0.210
H31 -2.0725 3.3898 0.2575  0.142
H32 -0.7205 -1.1608 0.7736  -0.354
H33 -1.7390 0.3334 -3.2148  0.411
N2 -0.7349 0.0420 4.3642  -0.179
H34 -1.1407 -4.9121 3.8978  0.304
H35 0.2494 -4.5741 2.7966  0.267
C19 0.4762 2.0819 -6.3546  -0.433
C20 0.2161 0.1023 -4.9592  -0.095
Cl3 1.4896 -2.3834 0.6644  -0.551
C21 -0.2406 0.9396 -5.9887  -1.023
N3 -0.5529 4.2951 1.4554  0.203
H36 -1.5542 -1.2809 -2.4795  0.286
H37 1.2082 0.4411 7.8559  0.311
H38 2.4428 -3.8505 -2.7820  0.430
H39 -1.1797 0.7016 -6.5084  0.352
H40 -0.0574 1.6266 8.2952  0.271
H41 2.9055 0.0158 -2.8465  0.026
N4 -1.6513 -3.8613 2.1714  0.200
H42 2.2686 3.2684 -6.0000  0.345
C22 -0.8236 -4.8482 2.8423  -0.841
C23 -0.7120 -0.0950 0.5306  -0.513
C24 -1.6584 -0.2106 -2.2627  -1.366
H43 2.5773 -2.5269 -1.5978  -0.171
C25 0.1235 0.6208 7.8930  -1.138
H44 1.0369 3.4181 2.4743  0.351